Computed, not measured: a cluster of 6 separate species, C27H23ClF42N2O8P in total in a non-equilibrium geometry, with ωB97M-V with the def2-TZVPD basis set.

Last column: Löwdin charge in e.
Atoms and positions in Å:
O (-5.31799, -4.16878, 1.67536)  0.1639
C (-5.51176, -3.60547, 0.56283)  -0.2560
F (-6.85451, -3.26046, 0.18619)  0.0910
N (-4.43110, -3.21939, -0.38132)  -0.0332
N (-3.56058, -2.26911, 0.16342)  -0.1061
P (-4.40716, -0.65499, -0.05481)  0.7298
O (-3.55924, 0.55728, 0.83313)  -0.2965
Cl (-4.32396, -0.31174, -2.13469)  0.2760
C (-3.72347, -4.39490, -0.94640)  -0.2608
O (-3.09124, -5.25628, -0.30378)  0.1975
F (-3.80778, -4.60154, -2.37078)  0.0820
H (-2.66519, -2.22848, -0.38227)  0.1815
H (-3.31399, -2.44280, 1.16875)  0.1388
H (-2.60448, 0.39445, 0.61257)  0.0365
C (0.43453, 3.17696, -0.04473)  -0.0341
C (1.02503, 4.05763, -1.16540)  -0.4301
C (0.11508, 4.30053, -2.37200)  -0.2778
F (-0.23142, 3.16463, -3.00420)  0.0993
F (0.75932, 5.06834, -3.29275)  0.0845
F (2.21944, 3.54322, -1.54425)  0.1301
F (1.30448, 5.27256, -0.60719)  0.1131
O (0.78936, 1.78351, -0.05090)  0.0384
C (0.03500, 0.93234, -0.88894)  -0.4904
C (0.86734, 0.33617, -2.03258)  -0.2736
F (1.44282, 1.29324, -2.78587)  0.1145
F (0.08735, -0.39909, -2.86715)  0.0920
F (-1.06306, 1.58505, -1.31806)  0.1175
F (-0.41769, -0.07327, -0.09006)  0.1096
H (0.86401, 3.55117, 0.89017)  0.1520
H (-0.64377, 3.32003, 0.07119)  0.1436
H (-0.79346, 4.83237, -2.08060)  0.1784
H (1.66085, -0.30707, -1.64703)  0.1629
C (-5.45753, -9.03422, 4.17962)  -0.0401
C (-4.41602, -9.07675, 5.31723)  -0.4336
C (-4.96926, -8.91225, 6.73518)  -0.2950
F (-5.59870, -7.73733, 6.92007)  0.0920
F (-3.95183, -8.94605, 7.63814)  0.0929
F (-3.44458, -8.16655, 5.05800)  0.1222
F (-3.80761, -10.29806, 5.24999)  0.1083
O (-5.63830, -7.77982, 3.50196)  0.0298
C (-6.50845, -6.84281, 4.10824)  -0.4995
C (-5.77823, -5.57859, 4.58296)  -0.2802
F (-4.77668, -5.86724, 5.44232)  0.0919
F (-6.62404, -4.74602, 5.24085)  0.0984
F (-7.20668, -7.44673, 5.08788)  0.1402
F (-7.41329, -6.50509, 3.15803)  0.1414
H (-5.07689, -9.69999, 3.39828)  0.1504
H (-6.41356, -9.47553, 4.47546)  0.1467
H (-5.65647, -9.72331, 6.98621)  0.1757
H (-5.34754, -5.03470, 3.74094)  0.1346
C (-2.93778, 0.30709, 5.58772)  -0.0368
C (-3.12131, -0.43088, 4.24559)  -0.4251
C (-2.55247, -1.85091, 4.19107)  -0.2643
F (-1.23040, -1.89396, 4.40613)  0.1169
F (-2.75252, -2.39075, 2.94700)  0.0426
F (-2.62499, 0.34038, 3.24476)  0.1004
F (-4.46736, -0.51202, 4.01669)  0.1022
O (-1.82372, 1.20482, 5.69376)  0.0387
C (-0.57017, 0.63383, 6.02504)  -0.4979
C (0.45484, 0.75616, 4.88835)  -0.2693
F (0.00546, 0.19572, 3.74097)  0.0790
F (1.60672, 0.11829, 5.20624)  0.1073
F (-0.75000, -0.63605, 6.43857)  0.1370
F (-0.12359, 1.31687, 7.10250)  0.1567
H (-3.81013, 0.96018, 5.69394)  0.1558
H (-2.99510, -0.37023, 6.44484)  0.1514
H (-3.04816, -2.50211, 4.91394)  0.1841
H (0.68603, 1.80261, 4.68043)  0.1766
C (4.74530, 5.71864, -7.74851)  -0.0428
C (4.11655, 4.49818, -8.45295)  -0.4339
C (2.98690, 4.80570, -9.43947)  -0.2961
F (1.93766, 5.41823, -8.86220)  0.0928
F (2.50685, 3.64864, -9.97278)  0.0887
F (3.72129, 3.60403, -7.51388)  0.1246
F (5.11917, 3.88487, -9.15072)  0.1045
O (4.26350, 6.03798, -6.43354)  0.0318
C (3.08079, 6.81184, -6.35391)  -0.4960
C (1.90816, 6.03823, -5.73492)  -0.2881
F (1.64325, 4.89951, -6.41144)  0.0964
F (0.77040, 6.77772, -5.76060)  0.0976
F (2.79459, 7.32082, -7.56814)  0.1341
F (3.38146, 7.87193, -5.56628)  0.1434
H (5.79724, 5.46270, -7.58539)  0.1496
H (4.77365, 6.60117, -8.39411)  0.1452
H (3.34390, 5.42354, -10.26648)  0.1742
H (2.11986, 5.76916, -4.70030)  0.1496
C (7.28427, 2.65807, -0.00383)  -0.0399
C (7.95466, 2.61438, -1.39291)  -0.4339
C (7.09485, 3.09743, -2.56410)  -0.2953
F (5.97279, 2.37223, -2.72607)  0.0901
F (7.79072, 2.98826, -3.72824)  0.0927
F (8.42948, 1.36426, -1.61244)  0.1286
F (9.05429, 3.42270, -1.32637)  0.1076
O (6.69929, 1.43853, 0.48163)  0.0362
C (5.38922, 1.13748, 0.04260)  -0.5002
C (5.33477, -0.11717, -0.84078)  -0.2648
F (6.14249, -0.01225, -1.91539)  0.1043
F (4.07773, -0.31837, -1.31767)  0.0813
F (4.85209, 2.22219, -0.54899)  0.1276
F (4.65929, 0.92480, 1.16493)  0.1371
H (8.08702, 2.86450, 0.71140)  0.1511
H (6.59913, 3.50443, 0.09958)  0.1443
H (6.82081, 4.14806, -2.44425)  0.1742
H (5.63790, -1.00457, -0.28187)  0.1773

- LUMO level: -5.34 eV
- Charge: +1
- HOMO: -12.82 eV
- E_tot: -183667.2693 eV
- Frontier orbital gap: 7.5 eV